Entry 1:
Density functional theory data (wB97M-V/def2-TZVPD) for a molecular structure, C4H8NO3 in a non-equilibrium geometry.

Its net charge is -1. Its total energy is -11907.25180 eV. The HOMO energy is -0.1662 hartree.

Positions of all 16 atoms, in Å:
C  -0.19699  0.61666  0.40155
C  -1.10614  -0.70222  0.18520
C  -2.45273  -0.35883  -0.17572
O  -3.43536  -1.18707  -0.51602
N  1.14826  0.35401  0.98372
C  2.48254  0.56731  0.40162
O  3.41960  0.10679  1.05148
O  2.32432  1.36569  -0.58795
H  -0.84008  1.09226  1.09981
H  -0.12515  1.32807  -0.50522
H  -2.08100  -0.49781  1.00917
H  -0.68690  -1.54287  -0.29128
H  1.37395  -0.62196  -2.43844
H  -2.48603  0.71395  -0.59383
H  1.51775  -1.04770  -1.85784
H  1.14396  -0.18631  1.83375

Forces on atoms 1 to 3 (eV/Å):
C 1.346 -1.070 -0.586
C -0.608 4.033 -0.484
C -3.100 -1.729 -6.347

---

Entry 2:
Density functional theory data (wB97M-V/def2-TZVPD) for a molecular structure, C31H21Cl2I2N6O3W in a non-equilibrium geometry.

Its net charge is +1. Its total energy is -90639.31406 eV. The HOMO energy (alpha / beta) is -0.3690 / -0.3836 hartree. As for the spin multiplicity: 3.

Positions of all 66 atoms, in Å:
W  0.04916  -0.00459  0.35091
Cl  -5.95644  -2.91030  2.13743
C  -4.27822  -2.51319  2.10865
C  -3.78260  -1.82231  1.01652
C  -2.44230  -1.47507  0.95699
N  -1.81636  -0.82038  -0.16753
C  -2.35087  -1.07334  -1.41936
O  -3.28280  -1.81847  -1.64148
C  -1.84226  -0.33484  -2.64423
C  -2.76744  0.42134  -3.35820
C  -2.37265  1.00005  -4.54886
C  -1.08105  0.77152  -5.00898
C  -0.23956  -0.00369  -4.23383
N  -0.59379  -0.52964  -3.05675
C  -1.60732  -1.79025  2.02588
C  -2.09198  -2.52184  3.10187
C  -3.42737  -2.88406  3.14071
Cl  -3.99437  -3.78680  4.49684
N  -0.27563  -1.27995  1.91564
C  0.66058  -1.52798  2.87551
O  0.61307  -2.33621  3.77716
C  1.85413  -0.63348  2.74342
C  2.82491  -0.64866  3.72348
C  3.89267  0.22037  3.61924
C  3.94422  1.06208  2.51900
C  2.93869  1.00314  1.57926
N  1.88703  0.17200  1.67305
H  -4.46387  -1.56533  0.22403
H  -3.77634  0.52488  -2.98281
H  -3.06536  1.60217  -5.12179
H  -0.73742  1.17554  -5.95169
H  0.77212  -0.21658  -4.56998
H  -1.45178  -2.79730  3.92120
H  2.69826  -1.34169  4.54304
H  4.66522  0.24760  4.37579
H  4.75122  1.76725  2.38005
H  3.00034  1.66478  0.73424
I  0.02321  7.36651  -0.67695
C  -0.25924  5.41861  0.00171
C  -0.65382  5.18958  1.31988
C  -0.84944  3.90138  1.78056
I  -1.43594  3.55074  3.74321
C  -0.64807  2.79944  0.93725
O  -0.83009  1.54993  1.35167
C  -0.25293  3.05778  -0.38549
C  0.00335  1.87686  -1.26423
N  1.30621  1.24497  -0.91461
C  2.06751  0.47256  -1.93205
C  1.84208  -1.01065  -1.82745
C  2.43570  -1.87812  -2.71998
C  2.20171  -3.23620  -2.59511
C  1.38375  -3.68799  -1.57118
C  0.83505  -2.76799  -0.70704
N  1.06497  -1.44593  -0.82366
C  -0.06130  4.35571  -0.85467
H  -0.81657  6.02509  1.98720
H  -0.08513  2.08535  -2.32834
H  -0.79457  1.10732  -1.07100
H  1.87445  2.00660  -0.56697
H  3.12582  0.67015  -1.75360
H  1.82966  0.82944  -2.93388
H  3.06256  -1.48927  -3.51246
H  2.64792  -3.93365  -3.29175
H  1.16629  -4.73786  -1.43975
H  0.18073  -3.06787  0.10017
H  0.22264  4.52780  -1.88662

Forces on atoms 1 to 3 (eV/Å):
W -0.191 0.891 1.440
Cl 0.045 -0.004 0.022
C -0.052 -0.025 0.027

---

Entry 3:
Density functional theory data (wB97M-V/def2-TZVPD) for a single C14H12BrN3O2 molecule in a non-equilibrium geometry.

Its total energy is -93319.06952 eV. The HOMO energy is -0.2968 hartree.

Positions of all 32 atoms, in Å:
C  2.89990  2.05988  -2.15153
O  2.65859  0.98544  -1.22826
C  1.47118  0.30042  -1.38577
C  0.94023  -0.16637  -0.17929
C  -0.25099  -0.87302  -0.18113
C  -0.84972  -1.32847  1.10005
C  -1.43232  -2.53875  1.40229
N  -1.75098  -2.64446  2.74994
C  -1.53378  -1.44601  3.23831
C  -1.91028  -0.96371  4.56781
C  -1.68767  0.38104  4.82872
C  -0.98620  1.24141  3.83862
Br  -0.68205  3.08915  4.24230
C  -0.67282  0.72895  2.59776
N  -0.92613  -0.63299  2.31007
C  -0.84791  -1.16387  -1.41118
N  -0.31328  -0.78072  -2.57970
C  0.83623  -0.04365  -2.59559
O  1.37041  0.35823  -3.82579
C  0.51996  0.21105  -4.98834
H  3.52061  2.83136  -1.67911
H  3.47678  1.67643  -2.99469
H  1.97783  2.57338  -2.47759
H  1.41571  0.06502  0.73975
H  -1.49479  -3.34395  0.66845
H  -2.46782  -1.63322  5.24275
H  -2.05980  0.85305  5.73403
H  -0.34617  1.36575  1.75834
H  -1.78821  -1.66925  -1.45523
H  0.26832  -0.82804  -5.14095
H  -0.40790  0.77403  -4.85290
H  1.05309  0.56189  -5.89215

Forces on atoms 1 to 3 (eV/Å):
C 0.281 0.359 -0.173
O -0.611 0.389 -0.657
C 0.809 0.032 0.626

---

Quick rundown of relative energy (zero: lowest compared OMol25 entry of this formula, charge and spin), same order as above: 583.0; 83.7; 2.4 kJ/mol